{"formula": "C2H2Br6", "method": "wB97M-V/def2-TZVPD", "spin_multiplicity": 1, "molar_mass_g_mol": 505.46, "de_lowest_kcal_mol": 11.1, "charge": 0, "max_force_ev_per_a": 1.686, "orbital_gap_ha": 0.3537, "homo_ha": -0.37974, "symbols": ["C", "Br", "Br", "Br", "H", "C", "Br", "Br", "Br", "H"], "coordinates": [[1.07, 2.53, -0.08], [-0.60, 3.57, -0.20], [1.72, 2.77, 1.81], [2.40, 3.12, -1.39], [0.98, 1.45, -0.18], [-0.98, -2.73, 0.12], [-2.73, -2.40, 1.09], [-0.18, -1.07, -0.57], [-1.43, -3.99, -1.37], [-0.26, -3.24, 0.76]]}



{"formula": "C19H30Br3F9N2O8", "method": "wB97M-V/def2-TZVPD", "spin_multiplicity": 1, "molar_mass_g_mol": 825.15, "de_lowest_kcal_mol": 0.0, "charge": 0, "max_force_ev_per_a": 1.916, "orbital_gap_ha": 0.3612, "homo_ha": -0.36071, "symbols": ["C", "C", "O", "N", "C", "H", "H", "H", "H", "H", "H", "H", "C", "C", "O", "N", "C", "H", "H", "H", "H", "H", "H", "H", "C", "C", "O", "C", "O", "C", "F", "F", "F", "H", "H", "H", "H", "H", "C", "C", "O", "C", "O", "C", "F", "F", "F", "H", "H", "H", "H", "H", "C", "C", "O", "C", "O", "C", "F", "F", "F", "H", "H", "H", "H", "H", "C", "Br", "Br", "Br", "H"], "coordinates": [[-0.03, -3.26, 1.67], [-0.93, -2.47, 2.61], [-1.27, -1.32, 2.38], [-1.31, -3.13, 3.72], [-2.31, -2.59, 4.60], [-0.69, -3.88, 1.05], [0.69, -3.81, 2.27], [0.52, -2.65, 0.96], [-0.93, -4.06, 3.84], [-3.20, -2.28, 4.04], [-1.98, -1.70, 5.13], [-2.66, -3.35, 5.29], [2.90, 6.16, 0.10], [1.54, 5.63, -0.25], [1.17, 5.60, -1.42], [0.76, 5.17, 0.75], [-0.53, 4.56, 0.52], [3.21, 6.95, -0.57], [3.62, 5.34, 0.00], [3.00, 6.45, 1.15], [1.08, 5.21, 1.70], [-0.44, 3.82, -0.28], [-1.37, 5.23, 0.40], [-0.78, 3.98, 1.42], [-3.68, 1.39, 2.71], [-4.68, 0.69, 1.88], [-5.49, 1.62, 1.12], [-6.42, 1.10, 0.34], [-6.67, -0.06, 0.22], [-7.14, 2.19, -0.48], [-6.33, 3.18, -0.86], [-7.69, 1.65, -1.55], [-8.09, 2.74, 0.30], [-3.03, 0.71, 3.26], [-4.07, 2.13, 3.42], [-2.98, 1.99, 2.12], [-5.36, 0.11, 2.52], [-4.33, -0.05, 1.15], [2.54, 2.21, -0.50], [2.58, 0.78, -1.00], [3.48, 0.56, -2.11], [4.77, 0.52, -1.82], [5.26, 0.66, -0.74], [5.61, 0.19, -3.08], [4.90, 0.25, -4.20], [6.64, 1.02, -3.17], [6.06, -1.07, -2.96], [3.53, 2.40, -0.09], [1.74, 2.33, 0.22], [2.35, 2.90, -1.33], [1.63, 0.45, -1.44], [2.71, 0.02, -0.23], [2.40, -3.06, -3.82], [2.70, -2.87, -2.35], [2.80, -4.15, -1.69], [1.69, -4.75, -1.34], [0.58, -4.31, -1.46], [1.93, -6.15, -0.75], [1.24, -7.06, -1.41], [3.21, -6.51, -0.73], [1.50, -6.12, 0.53], [2.52, -2.14, -4.40], [1.33, -3.29, -3.92], [2.92, -3.90, -4.27], [1.98, -2.21, -1.87], [3.72, -2.49, -2.23], [-1.63, -0.72, -0.88], [-3.40, -1.27, -1.51], [-1.65, 1.10, -0.31], [-0.38, -0.96, -2.34], [-1.33, -1.36, -0.06]]}



{"formula": "C28H35ClO5", "method": "wB97M-V/def2-TZVPD", "spin_multiplicity": 1, "molar_mass_g_mol": 487.04, "charge": 0, "max_force_ev_per_a": 1.903, "orbital_gap_ha": 0.3346, "smiles": "CCOCc1cccc2c1C(=O)c1cc(C[C@@H](C)Cl)ccc1C2=O.C1CCOC1.C1CCOC1", "homo_ha": -0.33980, "symbols": ["C", "C", "O", "C", "C", "C", "C", "C", "C", "C", "C", "O", "C", "C", "C", "C", "C", "C", "Cl", "C", "C", "C", "C", "O", "H", "H", "H", "H", "H", "H", "H", "H", "H", "H", "H", "H", "H", "H", "H", "H", "H", "H", "H", "C", "C", "C", "O", "C", "H", "H", "H", "H", "H", "H", "H", "H", "C", "C", "C", "O", "C", "H", "H", "H", "H", "H", "H", "H", "H"], "coordinates": [[3.13, 4.00, -1.17], [3.63, 3.40, -2.48], [4.66, 2.45, -2.29], [4.83, 1.60, -3.38], [4.59, 0.11, -3.20], [5.11, -0.71, -4.18], [4.97, -2.07, -4.19], [4.23, -2.69, -3.20], [3.70, -1.91, -2.22], [3.88, -0.52, -2.18], [3.25, 0.17, -0.99], [3.77, 0.95, -0.23], [1.84, -0.30, -0.68], [0.84, 0.56, -0.33], [-0.41, 0.04, -0.01], [-1.51, 0.99, 0.42], [-1.27, 1.54, 1.85], [-0.91, 0.43, 2.87], [0.04, 2.78, 1.92], [-0.58, -1.33, -0.06], [0.43, -2.19, -0.42], [1.67, -1.68, -0.73], [2.85, -2.53, -1.13], [3.07, -3.63, -0.65], [2.25, 4.60, -1.41], [2.81, 3.24, -0.45], [3.88, 4.61, -0.66], [3.96, 4.23, -3.13], [2.75, 2.96, -3.00], [5.87, 1.72, -3.75], [4.21, 1.94, -4.23], [5.68, -0.25, -4.99], [5.44, -2.65, -4.98], [4.09, -3.77, -3.21], [1.07, 1.62, -0.29], [-1.50, 1.87, -0.23], [-2.50, 0.52, 0.41], [-2.17, 2.02, 2.24], [-1.31, -0.54, 2.54], [-1.32, 0.72, 3.84], [0.17, 0.29, 2.98], [-1.56, -1.73, 0.20], [0.25, -3.26, -0.45], [-3.93, 0.50, -4.13], [-4.95, -0.60, -3.86], [-4.48, -1.14, -2.52], [-3.88, -0.04, -1.82], [-3.69, 1.05, -2.73], [-4.27, 1.25, -4.83], [-3.01, 0.06, -4.52], [-5.95, -0.16, -3.76], [-4.99, -1.36, -4.63], [-3.72, -1.92, -2.64], [-5.30, -1.54, -1.92], [-4.42, 1.83, -2.49], [-2.68, 1.46, -2.61], [-3.18, -1.92, 7.31], [-1.67, -1.75, 7.23], [-1.50, -1.04, 5.90], [-2.68, -0.26, 5.70], [-3.67, -0.64, 6.66], [-3.55, -2.06, 8.32], [-3.48, -2.78, 6.71], [-1.33, -1.10, 8.05], [-1.11, -2.68, 7.29], [-1.43, -1.76, 5.07], [-0.62, -0.39, 5.87], [-3.75, 0.17, 7.40], [-4.64, -0.76, 6.17]]}



{"formula": "C17H34O11S", "method": "wB97M-V/def2-TZVPD", "spin_multiplicity": 1, "molar_mass_g_mol": 446.51, "de_lowest_kcal_mol": 77.7, "charge": 0, "max_force_ev_per_a": 2.353, "orbital_gap_ha": 0.2801, "smiles": "CS(=O)(=O)C1=CC(=O)OC1=O.COCCOC.COCCOC.COCCOC", "homo_ha": -0.33270, "symbols": ["C", "S", "O", "O", "C", "C", "C", "O", "O", "C", "O", "H", "H", "H", "H", "C", "O", "C", "C", "O", "C", "H", "H", "H", "H", "H", "H", "H", "H", "H", "H", "C", "O", "C", "C", "O", "C", "H", "H", "H", "H", "H", "H", "H", "H", "H", "H", "C", "O", "C", "C", "O", "C", "H", "H", "H", "H", "H", "H", "H", "H", "H", "H"], "coordinates": [[0.26, -1.71, 1.73], [-0.88, -1.91, 0.37], [-1.21, -3.27, 0.15], [-1.98, -1.04, 0.70], [-0.06, -1.07, -0.96], [1.26, -0.89, -1.04], [1.42, 0.24, -2.00], [2.32, 1.02, -1.96], [0.20, 0.58, -2.55], [-0.69, -0.40, -2.12], [-1.63, -0.77, -2.74], [-0.34, -1.46, 2.60], [0.82, -2.63, 1.85], [0.92, -0.88, 1.55], [2.07, -1.29, -0.47], [-3.88, 1.26, -1.32], [-5.08, 1.41, -0.58], [-4.90, 1.16, 0.81], [-4.76, 2.43, 1.60], [-3.57, 3.14, 1.27], [-3.78, 4.21, 0.37], [-4.03, 1.72, -2.30], [-3.04, 1.76, -0.83], [-3.64, 0.20, -1.46], [-4.04, 0.50, 0.97], [-5.80, 0.63, 1.15], [-4.69, 2.17, 2.67], [-5.64, 3.07, 1.47], [-4.21, 5.07, 0.90], [-4.43, 3.93, -0.45], [-2.81, 4.50, -0.03], [4.78, -2.93, -1.68], [3.51, -3.47, -1.36], [3.02, -4.38, -2.33], [3.25, -5.82, -1.93], [4.62, -6.14, -1.86], [5.14, -6.13, -0.54], [5.19, -2.48, -0.78], [5.47, -3.70, -2.04], [4.68, -2.15, -2.45], [3.48, -4.18, -3.31], [1.94, -4.21, -2.43], [2.80, -6.46, -2.69], [2.75, -6.03, -0.98], [4.84, -7.03, 0.00], [4.81, -5.25, 0.01], [6.23, -6.11, -0.62], [-0.53, 4.51, 3.14], [-0.27, 4.86, 1.80], [0.98, 4.39, 1.32], [0.83, 3.13, 0.50], [0.36, 2.04, 1.28], [-1.04, 1.81, 1.15], [-1.60, 4.67, 3.32], [-0.29, 3.46, 3.34], [0.04, 5.15, 3.82], [1.67, 4.22, 2.15], [1.39, 5.17, 0.68], [1.81, 2.84, 0.11], [0.17, 3.30, -0.35], [-1.25, 1.30, 0.21], [-1.62, 2.74, 1.20], [-1.35, 1.16, 1.97]]}



{"formula": "C30H25N5O10", "method": "wB97M-V/def2-TZVPD", "spin_multiplicity": 1, "molar_mass_g_mol": 615.56, "de_lowest_kcal_mol": 34.7, "charge": 0, "max_force_ev_per_a": 4.312, "orbital_gap_ha": 0.3339, "smiles": "O=[N+]([O-])c1ccccc1.O=[N+]([O-])c1ccccc1.O=[N+]([O-])c1ccccc1.O=[N+]([O-])c1ccccc1.O=[N+]([O-])c1ccccc1", "homo_ha": -0.35366, "symbols": ["O", "N", "O", "C", "C", "C", "C", "C", "C", "H", "H", "H", "H", "H", "O", "N", "O", "C", "C", "C", "C", "C", "C", "H", "H", "H", "H", "H", "O", "N", "O", "C", "C", "C", "C", "C", "C", "H", "H", "H", "H", "H", "O", "N", "O", "C", "C", "C", "C", "C", "C", "H", "H", "H", "H", "H", "O", "N", "O", "C", "C", "C", "C", "C", "C", "H", "H", "H", "H", "H"], "coordinates": [[4.96, 1.35, 0.51], [5.45, 2.47, 0.26], [6.19, 3.01, 1.01], [5.18, 3.06, -1.04], [4.02, 2.74, -1.70], [3.74, 3.47, -2.82], [4.65, 4.45, -3.30], [5.86, 4.76, -2.65], [6.07, 4.05, -1.45], [3.26, 2.05, -1.27], [2.91, 3.23, -3.40], [4.29, 4.94, -4.14], [6.54, 5.45, -3.08], [6.87, 4.33, -0.83], [1.33, 0.97, -2.57], [1.38, -0.12, -2.00], [2.40, -0.69, -1.66], [0.13, -0.79, -1.84], [0.14, -2.14, -1.56], [-1.13, -2.75, -1.57], [-2.26, -2.11, -1.82], [-2.26, -0.71, -1.91], [-1.04, -0.04, -1.93], [1.03, -2.73, -1.47], [-1.17, -3.89, -1.51], [-3.19, -2.63, -1.95], [-3.18, -0.14, -2.14], [-0.95, 1.06, -1.94], [2.00, -4.86, -0.55], [1.24, -4.48, 0.35], [0.09, -4.82, 0.46], [1.81, -3.63, 1.36], [1.01, -3.29, 2.44], [1.63, -2.48, 3.42], [2.84, -1.86, 3.14], [3.58, -2.20, 2.02], [3.07, -3.09, 1.05], [-0.02, -3.53, 2.57], [1.06, -2.16, 4.30], [3.24, -1.19, 3.90], [4.56, -1.91, 1.82], [3.68, -3.40, 0.26], [-5.10, 0.99, -1.45], [-5.29, 0.82, -0.24], [-4.82, 1.43, 0.70], [-6.20, -0.29, 0.15], [-6.06, -0.92, 1.38], [-6.87, -2.03, 1.60], [-7.69, -2.46, 0.61], [-7.79, -1.89, -0.64], [-6.98, -0.80, -0.86], [-5.34, -0.56, 2.11], [-6.72, -2.53, 2.57], [-8.23, -3.38, 0.87], [-8.36, -2.24, -1.47], [-6.89, -0.26, -1.79], [-2.60, 0.58, 2.27], [-1.69, 0.24, 1.53], [-1.63, -0.81, 0.94], [-0.54, 1.20, 1.41], [0.70, 0.69, 1.17], [1.79, 1.58, 1.24], [1.58, 2.95, 1.32], [0.30, 3.45, 1.60], [-0.77, 2.54, 1.63], [0.76, -0.33, 0.90], [2.76, 1.20, 1.03], [2.40, 3.67, 1.07], [0.10, 4.51, 1.73], [-1.81, 2.91, 1.84]]}



{"formula": "C26H17GaN6O4Te", "method": "wB97M-V/def2-TZVPD", "spin_multiplicity": 1, "molar_mass_g_mol": 674.78, "de_lowest_kcal_mol": 12.5, "charge": 0, "max_force_ev_per_a": 1.938, "orbital_gap_ha": 0.2506, "homo_ha": -0.29976, "symbols": ["Ga", "C", "C", "N", "C", "C", "N", "C", "C", "C", "C", "C", "N", "C", "C", "N", "C", "C", "N", "C", "C", "C", "N", "C", "C", "H", "H", "H", "H", "H", "H", "H", "H", "H", "H", "H", "H", "O", "C", "O", "C", "O", "O", "Te", "C", "C", "C", "C", "C", "C", "H", "H", "H", "H", "H"], "coordinates": [[-1.26, -1.07, -0.73], [3.12, -1.75, -2.48], [1.98, -2.12, -1.79], [1.29, -1.26, -1.08], [1.71, 0.01, -1.05], [2.81, 0.38, -1.77], [3.49, -0.49, -2.49], [0.87, 0.97, -0.28], [1.13, 2.34, -0.20], [0.23, 3.13, 0.51], [-0.75, 2.55, 1.31], [-0.93, 1.19, 1.15], [-0.15, 0.44, 0.33], [-1.85, 0.35, 1.94], [-2.46, 0.73, 3.12], [-3.23, -0.08, 3.82], [-3.31, -1.32, 3.35], [-2.69, -1.74, 2.18], [-1.97, -0.89, 1.47], [0.29, 4.61, 0.38], [0.34, 5.43, 1.48], [0.43, 6.81, 1.23], [0.51, 7.32, 0.01], [0.43, 6.52, -1.04], [0.33, 5.14, -0.93], [3.75, -2.44, -3.03], [1.59, -3.15, -1.78], [3.15, 1.40, -1.81], [1.93, 2.84, -0.72], [-1.44, 3.19, 1.88], [-2.35, 1.75, 3.49], [-3.95, -2.03, 3.88], [-2.84, -2.73, 1.79], [0.38, 5.09, 2.52], [0.45, 7.50, 2.06], [0.49, 7.01, -2.02], [0.25, 4.47, -1.75], [-0.68, 2.14, -2.57], [-1.27, 1.14, -2.21], [-0.85, -0.09, -2.35], [-2.55, 1.25, -1.34], [-3.13, 2.29, -1.16], [-2.80, 0.10, -0.76], [-1.75, -3.58, -1.17], [-0.18, -4.77, -0.52], [0.27, -5.71, -1.43], [1.29, -6.57, -1.08], [1.89, -6.48, 0.18], [1.40, -5.56, 1.11], [0.39, -4.66, 0.72], [-0.16, -5.81, -2.42], [1.70, -7.25, -1.80], [2.73, -7.14, 0.38], [1.81, -5.53, 2.11], [0.07, -3.87, 1.38]]}